No. 1
One molecule with the formula C2H3N3O at a distorted geometry. Source: OMol25; level of theory: the ωB97M-V functional and the def2-TZVPD basis.

Output
E_HOMO (spin up / spin down) in eV: -8.012 / -10.610
Energy above the lowest of the compared OMol25 structures with the same formula, charge and spin in kcal per mole: 31.7
2S+1: 3
Calculated total energy in eV: -8634.017

Each line ends with the Löwdin spin population.
Positions of all 9 atoms, in Å:
C 1.2331 -0.9209 -0.2011  0.018
C -0.8390 -0.1661 0.1172  0.030
N 1.8357 -1.8891 -0.0602  0.050
N 0.9326 1.4222 -0.4220  0.880
N 0.5079 0.1839 -0.2301  0.183
O 0.1731 2.3239 -0.2027  0.822
H -1.0553 -0.8817 1.0715  0.007
H -1.4161 0.6153 0.5392  0.005
H -1.3719 -0.6875 -0.6117  0.006

No. 2
A 2-piece molecular cluster, C2H3N3O2 overall at a distorted geometry. Source: OMol25; level of theory: the ωB97M-V functional and the def2-TZVPD basis.

Output
E_HOMO in eV: -8.783
Energy above the lowest of the compared OMol25 structures with the same formula, charge and spin in kcal per mole: 135.5
Calculated total energy in eV: -10682.582

Each line ends with the Löwdin charge.
Positions of all 10 atoms, in Å:
C 0.7768 0.3951 -0.2209  -0.379
C -1.3160 0.1668 -0.2283  -0.499
H 1.9254 -1.3081 0.1002  0.151
H 2.8114 0.2218 0.3500  0.128
H -2.5456 -1.3814 0.8390  0.369
N 2.0564 -0.2543 -0.2716  0.070
N 0.2500 1.5561 -0.0645  0.018
N -1.1124 1.5462 -0.1021  0.098
O -2.6088 -0.2682 -0.2602  -0.030
O -0.2374 -0.6740 -0.1417  0.074

No. 3
One molecule with the formula C2H3N3O2 at a distorted geometry. Source: OMol25; level of theory: the ωB97M-V functional and the def2-TZVPD basis.

Output
E_HOMO in eV: -10.299
Energy above the lowest of the compared OMol25 structures with the same formula, charge and spin in kcal per mole: 108.9
Calculated total energy in eV: -10683.733
SMILES string: Nn1cnoc1=O

Each line ends with the Löwdin charge.
Positions of all 10 atoms, in Å:
N -1.2494 -0.8199 -0.0096  0.043
N -0.0344 -0.2594 0.3204  -0.171
C 1.1240 -0.8236 -0.1648  -0.131
N 2.1179 -0.0137 -0.0922  0.119
O 1.5271 1.3258 0.1082  0.029
C 0.1352 1.1021 0.1959  -0.409
O -0.8618 1.7816 -0.1968  0.043
H -1.7938 -0.2275 -0.7409  0.117
H -1.8821 -0.1047 0.7025  0.184
H 0.9173 -1.9608 -0.1228  0.177

No. 4
One molecule with the formula C2H3N3O2 at a distorted geometry. Source: OMol25; level of theory: the ωB97M-V functional and the def2-TZVPD basis.

Output
E_HOMO in eV: -9.176
Energy above the lowest of the compared OMol25 structures with the same formula, charge and spin in kcal per mole: 103.8
Calculated total energy in eV: -10683.957
SMILES string: [H]/N=c1\oncn1O

Each line ends with the Löwdin charge.
Positions of all 10 atoms, in Å:
H 0.8749 2.3784 0.9574  0.056
N 0.1954 1.6541 0.8982  0.150
C 0.4198 0.6801 0.1280  -0.500
O 1.4339 0.0483 -0.4488  0.056
N 1.0096 -1.2385 -0.8360  0.074
C -0.1991 -1.4027 -0.4806  -0.053
N -0.6674 -0.1004 -0.0766  -0.091
O -1.8893 0.1042 0.5435  0.016
H -0.7341 -2.4010 -0.5799  0.166
H -1.5850 0.9311 1.0813  0.126

No. 5
One molecule with the formula C2H3N3O2 at a distorted geometry. Source: OMol25; level of theory: the ωB97M-V functional and the def2-TZVPD basis.

Output
E_HOMO in eV: -8.837
Energy above the lowest of the compared OMol25 structures with the same formula, charge and spin in kcal per mole: 116.1
Calculated total energy in eV: -10683.424
SMILES string: O/N=c1/[nH]nco1

Each line ends with the Löwdin charge.
Positions of all 10 atoms, in Å:
O -2.0312 0.2672 -1.5064  -0.072
N -1.1979 -0.7042 -0.8573  0.017
C -0.1937 -0.1873 -0.3066  -0.294
N 0.2497 -0.7152 0.9769  0.031
N 1.4849 -0.1821 1.3415  0.066
C 1.5842 0.8742 0.7015  -0.204
O 0.5690 1.0566 -0.1944  0.044
H -2.4232 -0.4594 -2.0925  0.121
H -0.1110 -1.7152 1.1613  0.182
H 2.0691 1.7654 0.7760  0.109

No. 6
One molecule with the formula C2H3N3O2 at a distorted geometry. Source: OMol25; level of theory: the ωB97M-V functional and the def2-TZVPD basis.

Output
E_HOMO in eV: -9.369
Energy above the lowest of the compared OMol25 structures with the same formula, charge and spin in kcal per mole: 29.4
Calculated total energy in eV: -10687.184
SMILES string: Nc1noc(=O)[nH]1

Each line ends with the Löwdin charge.
Positions of all 10 atoms, in Å:
N 1.4887 1.0631 0.0406  0.142
C 0.2770 0.4364 0.0071  -0.470
N -0.6191 0.9431 -0.7736  0.107
O -1.5870 -0.0549 -0.9227  0.047
C -1.2741 -1.1260 -0.1548  -0.533
O -1.9190 -2.1302 -0.0446  0.115
N -0.0700 -0.8000 0.4603  0.215
H 1.2890 1.8377 -0.5861  0.103
H 1.9651 1.2504 0.9164  0.104
H 0.4496 -1.4196 1.0574  0.168

No. 7
A 2-piece molecular cluster, C2H3N3O2 overall at a distorted geometry. Source: OMol25; level of theory: the ωB97M-V functional and the def2-TZVPD basis.

Output
E_HOMO in eV: -10.871
Energy above the lowest of the compared OMol25 structures with the same formula, charge and spin in kcal per mole: 105.1
Calculated total energy in eV: -10683.901

Each line ends with the Löwdin charge.
Positions of all 10 atoms, in Å:
C -3.6560 0.7095 -1.3728  -0.490
C -0.4345 0.7282 -0.5552  -0.655
N -4.5689 0.9014 -0.7463  0.174
N -0.3501 0.8030 0.8311  0.140
N -1.3490 -0.2964 -0.8558  0.242
O 0.0710 1.4470 -1.3569  0.115
O -2.6152 0.4836 -1.9692  0.067
H -0.8898 0.0495 1.3375  0.119
H 0.5648 1.1035 1.3828  0.174
H -0.8814 -0.7866 -1.6060  0.114

No. 8
One molecule with the formula C2H3N3O2S at a distorted geometry. Source: OMol25; level of theory: the ωB97M-V functional and the def2-TZVPD basis.

Output
E_HOMO in eV: -9.514
Energy above the lowest of the compared OMol25 structures with the same formula, charge and spin in kcal per mole: 65.7
Calculated total energy in eV: -21519.667

Each line ends with the Löwdin charge.
Positions of all 11 atoms, in Å:
C 3.5969 -0.8176 -1.3749  -0.358
C 0.3934 -0.8727 0.5973  -0.677
N 3.8671 -0.9963 -2.4722  0.144
N 0.2820 -0.1916 1.7347  0.101
N -0.6211 -1.4132 0.0903  0.120
O 1.5993 -0.8510 -0.0826  -0.275
O 4.1785 -0.7424 1.2055  -0.422
S 3.3176 -0.0827 0.2489  1.055
H -0.6947 -0.0225 2.0755  0.129
H 1.0745 -0.1134 2.4054  0.115
H -1.4326 -1.1526 0.7014  0.066

No. 9
One molecule with the formula C2H3N3O3 at a distorted geometry. Source: OMol25; level of theory: the ωB97M-V functional and the def2-TZVPD basis.

Output
E_HOMO in eV: -9.482
Energy above the lowest of the compared OMol25 structures with the same formula, charge and spin in kcal per mole: 94.8
Calculated total energy in eV: -12729.846
SMILES string: O/N=c1/ocnn1O

Each line ends with the Löwdin charge.
Positions of all 11 atoms, in Å:
O -1.6638 1.6229 0.3287  -0.128
N -0.5205 1.4846 -0.6503  0.112
C -0.0790 0.2967 -0.5133  -0.416
O 0.9115 -0.1575 -1.2959  0.091
C 1.2550 -1.3887 -0.7248  -0.133
N 0.6430 -1.7011 0.3130  0.128
N -0.3366 -0.6761 0.4861  -0.074
O 0.1203 0.0099 1.6355  -0.045
H -1.7521 2.6514 0.1083  0.150
H 1.8706 -2.0802 -1.3094  0.148
H -0.6209 0.4266 2.2414  0.168

No. 10
C2H3N3O3 as an isolated structure at a distorted geometry. Source: OMol25; level of theory: the ωB97M-V functional and the def2-TZVPD basis.

Output
E_HOMO in eV: -10.729
Energy above the lowest of the compared OMol25 structures with the same formula, charge and spin in kcal per mole: 72.4
Calculated total energy in eV: -12730.818

Each line ends with the Löwdin charge.
Positions of all 11 atoms, in Å:
C -0.5221 -0.9476 -0.3684  -0.617
C 1.0171 0.2023 0.1577  -0.524
H -0.9646 -2.5696 -1.6145  0.173
H -2.3935 -1.9194 -0.9622  0.168
H 0.6470 2.0582 -0.2613  0.183
N -1.3083 -2.0694 -0.6329  0.106
N 0.7841 -1.0639 -0.3878  0.229
N -0.1233 0.7366 0.9683  0.061
O 1.8685 0.9502 -0.0420  0.155
O -0.1738 2.0187 0.4790  -0.041
O -1.1605 -0.0090 0.1216  0.107

No. 11
A 2-piece molecular cluster, C2H3N3O3 overall at a distorted geometry. Source: OMol25; level of theory: the ωB97M-V functional and the def2-TZVPD basis.

Output
E_HOMO in eV: -9.157
Energy above the lowest of the compared OMol25 structures with the same formula, charge and spin in kcal per mole: 185.3
Calculated total energy in eV: -12725.925
SMILES string: C#[N+][O-].C1=NOON1

Each line ends with the Löwdin charge.
Positions of all 11 atoms, in Å:
C -0.0757 0.5032 1.6534  0.136
N -0.3289 -0.6284 1.7161  -0.223
O -0.5814 -1.7783 1.9777  0.011
H 0.2232 1.4199 1.1363  0.081
C -0.7034 0.7095 -1.3207  -0.217
N 0.3779 1.3230 -1.2192  0.016
O 0.1863 2.6366 -1.1620  -0.059
O -1.2478 2.8159 -1.2576  -0.076
N -1.8347 1.5302 -1.3745  0.049
H -0.8136 -0.4660 -1.2373  0.182
H -2.4780 1.5136 -0.6456  0.101

No. 12
One molecule with the formula C2H3N3O3 at a distorted geometry. Source: OMol25; level of theory: the ωB97M-V functional and the def2-TZVPD basis.

Output
E_HOMO in eV: -8.950
Energy above the lowest of the compared OMol25 structures with the same formula, charge and spin in kcal per mole: 127.9
Calculated total energy in eV: -12728.411
SMILES string: [H]/N=c1\[nH]o/c(=N\O)o1

Each line ends with the Löwdin charge.
Positions of all 11 atoms, in Å:
H 2.2622 -2.4243 0.4495  0.143
N 2.1214 -1.3339 0.4977  0.196
C 1.0824 -0.8455 0.2930  -0.589
N -0.1696 -1.4860 0.2215  0.183
O -0.9255 -0.4060 -0.5985  0.052
C -0.4197 0.7370 -0.2633  -0.415
N -0.6531 1.9492 0.3306  0.102
O -1.8669 2.3261 -0.4045  -0.171
O 0.8489 0.4754 0.1112  0.098
H -0.4134 -2.3772 -0.4861  0.233
H -1.8668 3.3852 -0.1510  0.168

No. 13
One molecule with the formula C2H3N3OS at a distorted geometry. Source: OMol25; level of theory: the ωB97M-V functional and the def2-TZVPD basis.

Output
E_HOMO in eV: -9.346
Energy above the lowest of the compared OMol25 structures with the same formula, charge and spin in kcal per mole: 36.3
Calculated total energy in eV: -19473.514
SMILES string: [H]/N=c1/nc(S)[nH]o1

Each line ends with the Löwdin charge.
Positions of all 10 atoms, in Å:
H -0.6556 -2.3923 2.4283  0.087
N -0.6631 -1.3256 2.3337  0.132
C -0.4642 -0.9212 1.1488  -0.490
N -0.2240 0.4492 0.8292  0.115
C 0.1132 0.4128 -0.4079  -0.797
S 0.5926 1.8565 -1.2689  0.808
N 0.2556 -0.8397 -0.9591  0.048
O -0.3630 -1.7315 0.0011  0.003
H 0.7210 2.6733 -0.1252  -0.057
H -0.1182 -1.0699 -1.8817  0.150

No. 14
One molecule with the formula C2H3N3OS at a distorted geometry. Source: OMol25; level of theory: the ωB97M-V functional and the def2-TZVPD basis.

Output
E_HOMO in eV: -9.399
Energy above the lowest of the compared OMol25 structures with the same formula, charge and spin in kcal per mole: 49.8
Calculated total energy in eV: -19472.927
SMILES string: N[C@H]1SN=NC1=O

Each line ends with the Löwdin charge.
Positions of all 10 atoms, in Å:
N -1.4421 -0.0683 -0.3194  -0.056
C -0.1622 -0.3406 0.5646  -0.559
S 0.7989 -1.7111 0.0177  0.891
N 2.0959 -0.6708 -0.4848  -0.259
N 1.8656 0.5263 -0.3637  -0.020
C 0.6489 0.9728 0.1768  -0.487
O 0.3204 2.0946 0.3469  0.159
H -2.3379 -0.6686 -0.3205  0.100
H -1.1986 0.3272 -1.2727  0.086
H -0.5889 -0.4613 1.6551  0.144

No. 15
One molecule with the formula C2H3N3S at a distorted geometry. Source: OMol25; level of theory: the ωB97M-V functional and the def2-TZVPD basis.

Output
E_HOMO (spin up / spin down) in eV: -8.113 / -8.117
Energy above the lowest of the compared OMol25 structures with the same formula, charge and spin in kcal per mole: 96.1
Calculated total energy in eV: -17423.631

Each line ends with the Löwdin charge.
Positions of all 9 atoms, in Å:
C 0.4732 -0.4130 -1.2649  -0.392
C -1.2653 -0.0931 0.7829  -0.713
N -0.6356 -0.9396 -1.2606  0.092
N 0.9295 0.3008 -0.1015  -0.017
N -0.1061 0.5128 0.8501  -0.024
S -2.7208 -0.3207 1.3439  0.714
H 1.3669 -0.3729 -1.9457  0.114
H 1.8011 0.7477 -0.1912  0.099
H 0.1572 0.5779 1.7869  0.128

No. 16
One molecule with the formula C2H3N3S2 at a distorted geometry. Source: OMol25; level of theory: the ωB97M-V functional and the def2-TZVPD basis.

Output
E_HOMO in eV: -8.951
Energy above the lowest of the compared OMol25 structures with the same formula, charge and spin in kcal per mole: 32.8
Calculated total energy in eV: -28261.347
SMILES string: N#C/C(=N/S)NS

Each line ends with the Löwdin charge.
Positions of all 10 atoms, in Å:
N -2.5905 1.4474 -1.1910  0.165
C -1.5866 1.0139 -0.8565  -0.159
C -0.3964 0.3422 -0.3285  -0.555
N 0.6214 0.3399 -1.1088  -0.317
S 2.1586 -0.2210 -0.6215  0.700
N -0.6127 -0.1442 0.9701  -0.408
S 0.0950 -1.5933 1.5074  0.693
H 2.6493 -0.0817 -1.8568  -0.144
H -1.5939 -0.1116 1.3295  0.097
H 1.2559 -0.9916 2.1560  -0.073

No. 17
One molecule with the formula C2H3N3S2 at a distorted geometry. Source: OMol25; level of theory: the ωB97M-V functional and the def2-TZVPD basis.

Output
E_HOMO in eV: -8.531
Energy above the lowest of the compared OMol25 structures with the same formula, charge and spin in kcal per mole: 51.0
Calculated total energy in eV: -28260.555
SMILES string: Sc1nnc(S)[nH]1

Each line ends with the Löwdin charge.
Positions of all 10 atoms, in Å:
S -0.2637 0.8409 -2.7377  0.711
C 0.1751 0.1937 -1.1180  -0.772
N 1.1871 -0.5637 -0.7513  -0.023
N 0.9377 -0.9929 0.4858  -0.019
C -0.1152 -0.3110 1.0510  -0.834
S -1.0811 -0.4148 2.4677  0.727
N -0.6113 0.4305 0.0078  -0.032
H 0.8575 0.0352 -3.2294  -0.042
H 0.1579 -0.6359 3.4451  0.026
H -1.2439 1.4179 0.3790  0.258

No. 18
One molecule with the formula C2H3N3S2 at a distorted geometry. Source: OMol25; level of theory: the ωB97M-V functional and the def2-TZVPD basis.

Output
E_HOMO in eV: -9.101
Energy above the lowest of the compared OMol25 structures with the same formula, charge and spin in kcal per mole: 55.2
Calculated total energy in eV: -28260.373
SMILES string: N#C/C(=N/S)NS

Each line ends with the Löwdin charge.
Positions of all 10 atoms, in Å:
N -2.7379 0.2732 1.7340  0.149
C -1.8351 0.4295 0.9390  -0.143
C -0.5378 0.2980 0.3351  -0.566
N -0.0807 1.3358 -0.1794  -0.380
S 1.4164 1.4026 -0.6663  0.786
N -0.1278 -1.1192 0.6269  -0.364
S 0.6008 -1.8270 -0.7738  0.670
H 1.5044 2.6948 -0.9201  -0.138
H -0.8192 -1.5855 1.1312  0.035
H 1.9016 -2.1124 -0.0837  -0.049

No. 19
One molecule with the formula C2H3N3S2 at a distorted geometry. Source: OMol25; level of theory: the ωB97M-V functional and the def2-TZVPD basis.

Output
E_HOMO in eV: -9.145
Energy above the lowest of the compared OMol25 structures with the same formula, charge and spin in kcal per mole: 66.5
Calculated total energy in eV: -28259.886
SMILES string: [H]/N=C1/NSC=NS1

Each line ends with the Löwdin charge.
Positions of all 10 atoms, in Å:
H -2.6281 1.6527 0.1544  0.046
N -1.8118 1.5843 0.8355  0.024
C -0.7337 1.0209 0.2128  -0.713
N 0.5942 0.7852 0.7725  -0.420
S 1.9268 -0.2751 0.2393  0.823
C 1.0814 -1.6864 -0.6890  -0.496
N -0.1461 -1.5747 -1.1772  -0.303
S -0.7460 0.1616 -1.4269  0.811
H 0.7266 0.8669 1.9424  0.169
H 1.7368 -2.5354 -0.8637  0.059

No. 20
An isolated ion of composition C2H3N4 and charge +1 at a distorted geometry. Source: OMol25; level of theory: the ωB97M-V functional and the def2-TZVPD basis.

Output
E_HOMO in eV: -14.402
Energy above the lowest of the compared OMol25 structures with the same formula, charge and spin in kcal per mole: 35.4
Total charge: +1
Calculated total energy in eV: -8070.054

Each line ends with the Löwdin charge.
Positions of all 9 atoms, in Å:
C -1.7687 0.2681 -0.2239  -0.055
C 0.1558 -0.5385 0.7650  -0.071
N -0.9781 -0.1787 0.7784  0.227
N -1.2287 0.9744 -1.0368  -0.078
N -0.3543 1.2209 -1.7909  0.184
N 1.2435 -1.1055 1.1102  0.242
H -0.4369 2.2953 -2.1487  0.186
H 2.1466 -0.7497 1.3554  0.150
H 1.2208 -2.1865 1.1913  0.215